{"formula": "C25H50N2O13S4", "method": "the ωB97M-V functional and the def2-TZVPD basis", "gap_ev": 8.2, "total_energy_ev": -99666.064, "de_lowest_kcal_mol": 98.2, "lumo_ev": -0.22, "symbols": ["C", "C", "O", "C", "O", "O", "H", "H", "H", "H", "C", "C", "O", "C", "O", "O", "H", "H", "H", "H", "C", "C", "O", "C", "O", "O", "H", "H", "H", "H", "C", "C", "C", "C", "N", "H", "H", "H", "H", "H", "H", "H", "C", "C", "C", "C", "N", "H", "H", "H", "H", "H", "H", "H", "C", "S", "O", "C", "H", "H", "H", "H", "H", "H", "C", "S", "O", "C", "H", "H", "H", "H", "H", "H", "C", "S", "O", "C", "H", "H", "H", "H", "H", "H", "C", "S", "O", "C", "H", "H", "H", "H", "H", "H"], "xyz": [[4.10361, -6.50094, 0.18036], [5.41576, -5.66235, 0.49248], [4.91814, -4.43795, -0.03049], [3.63947, -4.49522, -0.57796], [2.88719, -3.51619, -0.93541], [3.08465, -5.71939, -0.36312], [3.70795, -6.95136, 1.09068], [4.32107, -7.31282, -0.51366], [6.35195, -5.92563, 0.00020], [5.40353, -5.56327, 1.57790], [-2.88791, 4.03043, -1.47185], [-2.79085, 3.02802, -2.63417], [-4.12612, 2.92505, -3.04719], [-4.89503, 3.67217, -2.27869], [-6.09111, 3.75816, -2.26667], [-4.21077, 4.49031, -1.52716], [-2.20856, 4.85512, -1.68737], [-2.77872, 3.43305, -0.56667], [-2.25664, 2.08940, -2.48684], [-2.20300, 3.61186, -3.34247], [3.23330, 5.29844, 0.79114], [3.15927, 4.28062, 1.87879], [3.02256, 4.96641, 3.15445], [2.74561, 6.25165, 2.86761], [2.39059, 7.13057, 3.66524], [3.09817, 6.45659, 1.56590], [2.56207, 5.14437, -0.05373], [4.26679, 5.22005, 0.45373], [3.92473, 3.50716, 1.94161], [2.31347, 3.63642, 1.63851], [-0.74407, 3.28837, 2.94689], [-1.40645, 1.96165, 3.19656], [-2.55524, 2.15086, 4.24723], [-2.06157, 2.45479, 5.62562], [-1.72358, 2.80859, 6.66855], [-0.27022, 3.63644, 3.86472], [-1.42848, 4.08098, 2.64449], [0.06876, 3.24113, 2.22220], [-0.57862, 1.30334, 3.46008], [-1.83647, 1.54042, 2.28785], [-3.06682, 1.19832, 4.38530], [-3.24534, 2.92633, 3.91477], [-2.74795, -5.50945, 0.50340], [-1.31410, -4.83326, 0.40585], [-0.43792, -4.44374, 1.57606], [-1.06849, -3.58545, 2.65358], [-1.67568, -3.02234, 3.47677], [-3.52282, -4.81575, 0.82967], [-2.55846, -6.24783, 1.28249], [-2.97868, -6.10868, -0.37740], [-1.44334, -3.89919, -0.14089], [-0.77251, -5.48906, -0.27583], [0.48662, -3.96481, 1.25362], [-0.02851, -5.29894, 2.11375], [-6.38052, 0.28998, 0.58021], [-4.57145, 0.72946, 0.79282], [-4.51491, 0.92904, 2.27875], [-3.81216, -0.86377, 0.36698], [-7.03034, 1.05464, 1.00581], [-6.66527, -0.44145, 1.33652], [-6.72857, 0.02062, -0.41698], [-4.49539, -1.45334, 0.97829], [-2.77905, -1.00174, 0.68597], [-3.89590, -0.96287, -0.71527], [1.23728, 1.57175, -0.31159], [-0.13813, 0.32994, 0.14865], [-1.43134, 0.72640, -0.55189], [0.39508, -1.05695, -0.96580], [1.77002, 1.19862, -1.18627], [2.00799, 1.42996, 0.44604], [0.84609, 2.58394, -0.20898], [0.17119, -0.78714, -1.99788], [-0.39184, -1.78131, -0.75565], [1.36215, -1.53294, -0.80361], [-1.94805, -3.88889, -4.48161], [-2.64504, -2.33234, -3.64309], [-2.04779, -2.67948, -2.26337], [-1.51424, -0.98796, -4.26350], [-2.17960, -4.86845, -4.06333], [-0.94213, -3.72051, -4.09705], [-1.81652, -3.94161, -5.56235], [-1.72000, -0.58521, -5.25525], [-0.51347, -1.41585, -4.32246], [-1.67216, -0.09464, -3.65923], [6.79034, 2.69749, -1.31944], [5.57409, 1.64394, -0.46428], [4.38240, 2.62487, -0.35451], [5.24053, 0.71782, -1.95358], [7.72315, 2.21535, -1.61187], [7.21721, 3.46372, -0.67230], [6.58170, 3.38526, -2.13892], [4.73788, 1.39199, -2.64710], [4.44480, -0.01502, -1.82002], [6.16070, 0.33316, -2.39337]], "forces_ev_per_angstrom": [[1.44, -3.08, 0.67], [-3.53, -0.08, -0.25], [-1.17, 2.08, -1.83], [-3.56, 3.79, 0.90], [4.52, -4.31, 1.15], [1.47, 1.85, -0.71], [0.12, 0.00, 0.01], [-0.01, -0.06, -0.04], [-0.27, -0.20, 0.23], [0.96, 0.07, -0.11], [0.87, -1.33, 0.36], [1.35, 1.78, -0.44], [-0.27, -1.67, -0.86], [-3.05, 1.16, -0.06], [0.10, -1.07, -0.82], [1.28, 0.89, 1.03], [0.04, -0.10, 0.87], [0.54, 0.75, 0.50], [-0.62, -0.10, 0.53], [-0.22, -0.48, -0.95], [2.33, -0.62, 0.95], [-1.04, -2.83, 0.68], [-0.72, -0.29, -0.90], [0.15, 2.10, 1.76], [1.09, -2.97, -2.80], [-1.29, 2.58, -0.27], [-0.31, 0.47, 0.37], [-0.08, 0.60, -0.66], [0.61, 0.79, 0.06], [-0.69, 0.15, 0.82], [0.42, 0.82, 0.04], [-0.35, 0.46, 0.15], [1.31, -1.28, 0.64], [-0.06, 0.85, -0.63], [-0.04, -0.39, -0.30], [0.00, 0.07, 0.14], [-0.14, -0.06, -0.15], [-0.04, -0.13, -0.25], [-0.47, -0.45, 0.64], [-0.25, 0.11, 0.04], [-0.39, 0.14, -0.43], [0.00, -0.17, 0.09], [2.15, 0.04, 1.59], [-1.47, 0.65, -1.82], [0.09, -0.11, 1.89], [-1.19, 0.16, 0.34], [1.36, -0.94, -1.60], [-0.01, -0.18, -0.25], [-0.71, -0.24, 0.32], [-0.09, 0.61, -0.18], [-0.07, -0.04, -0.38], [0.51, 0.12, 0.22], [-0.23, 0.37, -0.40], [-0.30, -0.36, 0.16], [0.06, -0.26, 0.58], [-0.96, 1.03, 0.18], [0.42, -0.29, -0.41], [-1.17, 0.20, 0.72], [0.64, 1.03, -0.60], [0.71, -0.93, -0.26], [0.31, 0.00, 0.02], [0.33, -1.01, -0.47], [-0.26, 0.54, 0.06], [-0.11, -0.34, 0.13], [-0.29, -1.71, 1.06], [0.36, 0.29, -2.05], [1.06, 0.27, 0.61], [-0.84, 0.01, 0.76], [-0.66, 0.77, -0.57], [-0.14, 0.11, 0.44], [0.04, -0.15, -0.63], [0.43, 0.44, 0.11], [0.08, -0.23, 0.10], [0.09, 0.37, 0.08], [1.65, 1.26, -0.19], [1.30, -1.53, 1.46], [-1.13, 0.99, -1.44], [-0.36, -0.62, -0.88], [-1.07, 0.52, 0.22], [0.30, -0.13, -0.05], [-0.67, 0.27, -0.09], [-0.51, -0.62, -0.34], [0.10, 0.31, 0.58], [0.31, -0.51, 0.75], [2.17, 0.99, 0.50], [-1.24, 3.03, -1.50], [1.25, -1.72, 0.41], [-0.94, -0.20, -0.64], [-0.22, -0.83, -0.05], [-0.41, -0.24, 1.07], [-1.45, -0.79, -0.44], [0.47, 0.51, -0.03], [0.50, -0.53, 0.52], [-0.19, -0.24, 0.16]], "lowdin_charge": [-0.1390, -0.0715, 0.0173, -0.4158, 0.0511, 0.0580, 0.1281, 0.1254, 0.1332, 0.1280, -0.1123, -0.1263, 0.0914, -0.6336, 0.1483, 0.0912, 0.1350, 0.1216, 0.1008, 0.1209, -0.1490, -0.1385, 0.0796, -0.5049, 0.1174, 0.0521, 0.1342, 0.1192, 0.1136, 0.0885, -0.1153, -0.2543, -0.1709, -0.2270, 0.1222, 0.0787, 0.0818, 0.0421, 0.1095, 0.0640, 0.0996, 0.1171, -0.0688, -0.2454, -0.1919, -0.1955, 0.1312, 0.0668, 0.0620, 0.0645, 0.0658, 0.1039, 0.0993, 0.1062, -0.2343, 0.8170, -0.5581, -0.2531, 0.0468, 0.0449, 0.0498, 0.0430, 0.0322, 0.0442, -0.2197, 0.8691, -0.5943, -0.2300, 0.0339, 0.0249, 0.0421, 0.0340, 0.0075, 0.0366, -0.2234, 0.8845, -0.6081, -0.2395, 0.0514, 0.0218, 0.0444, 0.0485, 0.0483, 0.0339, -0.2874, 0.9049, -0.5757, -0.2833, 0.0503, 0.0465, 0.0697, 0.0606, 0.0478, 0.0587]}